C7H10 | ωB97M-V with the def2-TZVPD basis set

Calculated values
- ΔE to the lowest compared entry with this formula, charge and spin: 238.8 kJ/mol
- Electronic energy: -7418.5596 eV
- SMILES: C#CC1(CC)CC1
- Multiplicity: 1
- HOMO: -9.34 eV

Element x y z (Å)
C (2.0550, 0.2474, -0.1643)
C (0.9279, -0.4112, 0.6513)
C (-0.4658, -0.0935, 0.1200)
C (-0.9040, -0.7295, -1.1789)
C (-1.5179, -1.1790, 0.1123)
C (-0.9076, 1.2629, 0.3903)
C (-1.2420, 2.3915, 0.6486)
H (2.5375, -0.4701, -0.8363)
H (2.8339, 0.6652, 0.4804)
H (1.6697, 1.0684, -0.7789)
H (1.0536, -1.5011, 0.6634)
H (0.9722, -0.0874, 1.6973)
H (-1.5144, -0.1351, -1.8525)
H (-0.1854, -1.3825, -1.6680)
H (-1.2302, -2.1463, 0.5166)
H (-2.5451, -0.8897, 0.3122)
H (-1.5373, 3.3900, 0.8865)

Results of the natural (NBO) charge analysis, in e, for atoms 1 through 2: number 1, C, carries -0.617; number 2, C, carries -0.376

***

C23H40BFN2O10 | ωB97M-V with the def2-TZVPD basis set

Calculated values
- Electronic energy: -51342.8377 eV
- SMILES: C[C@H](O)CO[C@@H]1NC(=O)[C@@](C[C@H]2CO2)(B(O)O)[C@@]1(F)c1ccccn1.COCCOC.COCCOC
- Multiplicity: 1
- HOMO: -8.30 eV

Element x y z (Å)
C (-3.3739, 0.4181, -6.6168)
C (-2.1709, -0.4727, -6.9754)
O (-2.6380, -1.6470, -7.6331)
C (-1.3266, -0.8890, -5.7540)
O (-1.5908, -0.0525, -4.6315)
C (-1.0201, -0.5635, -3.4506)
N (-1.9446, -1.5948, -2.9256)
C (-2.3345, -1.3295, -1.5972)
O (-3.2982, -1.7501, -1.0160)
C (-1.2053, -0.3367, -1.1039)
C (-1.7964, 0.4243, 0.1124)
C (-1.4876, -0.3214, 1.4071)
C (-2.5632, -0.0664, 2.5680)
O (-2.3024, -1.3543, 1.7098)
B (-0.0207, -1.3770, -0.8665)
O (-0.2200, -2.5992, -0.2429)
O (1.2502, -1.0599, -1.2696)
C (-1.1984, 0.5339, -2.3617)
F (-2.4800, 1.0162, -2.6137)
C (-0.3118, 1.7866, -2.4341)
C (0.6170, 1.9954, -1.4375)
C (1.4330, 3.1226, -1.4786)
C (1.1920, 3.9771, -2.5425)
C (0.2069, 3.6638, -3.4533)
N (-0.5702, 2.5816, -3.4774)
H (-3.7240, 0.2905, -5.5939)
H (-4.1958, 0.1308, -7.2761)
H (-3.1469, 1.4626, -6.8269)
H (-1.5233, 0.0551, -7.6735)
H (-3.2969, -2.0683, -7.0735)
H (-0.2482, -0.8919, -5.9554)
H (-1.6065, -1.9248, -5.5109)
H (-0.0006, -0.8860, -3.6698)
H (-2.7114, -1.7694, -3.5618)
H (-2.8810, 0.4795, 0.0995)
H (-1.3792, 1.4206, 0.2602)
H (-0.4465, -0.3895, 1.7181)
H (-1.6802, 0.1787, 3.2569)
H (-2.9725, -0.7607, 3.3128)
H (-0.4277, -3.2965, -0.8739)
H (1.7527, -1.8843, -1.2884)
H (0.7246, 1.2955, -0.6235)
H (2.1882, 3.3378, -0.7353)
H (1.7600, 4.8907, -2.6556)
H (0.0306, 4.3778, -4.2566)
C (-3.4588, -1.5278, 9.1593)
O (-2.7366, -2.5532, 8.5000)
C (-2.9329, -2.5530, 7.0940)
C (-1.7627, -1.9239, 6.3684)
O (-1.6634, -0.5346, 6.6493)
C (-0.6553, -0.2325, 7.5975)
H (-3.0847, -1.4590, 10.1798)
H (-3.3292, -0.5601, 8.6693)
H (-4.5243, -1.7789, 9.1960)
H (-3.8664, -2.0477, 6.8292)
H (-3.0150, -3.5988, 6.7818)
H (-1.9237, -2.0199, 5.2894)
H (-0.8301, -2.4389, 6.6167)
H (0.3358, -0.3215, 7.1395)
H (-0.7127, -0.8855, 8.4715)
H (-0.7997, 0.7974, 7.9209)
C (6.4973, 2.5943, -1.0959)
O (5.1207, 2.3765, -0.8374)
C (4.5696, 1.3229, -1.6148)
C (4.4281, 0.0499, -0.8088)
O (5.6936, -0.4888, -0.4530)
C (6.0528, -0.2171, 0.8905)
H (6.8842, 3.2493, -0.3166)
H (7.0642, 1.6608, -1.0866)
H (6.6266, 3.0910, -2.0634)
H (5.1671, 1.1450, -2.5137)
H (3.5731, 1.6461, -1.9308)
H (3.9259, -0.6985, -1.4276)
H (3.8138, 0.2204, 0.0806)
H (5.4716, -0.8459, 1.5735)
H (5.9015, 0.8345, 1.1455)
H (7.1086, -0.4565, 1.0084)

Results of the Löwdin charge analysis, in e, for atoms 1 through 2: number 1, C, carries -0.024; number 2, C, carries -0.378

***

C6H12O | ωB97M-V with the def2-TZVPD basis set

Calculated values
- ΔE to the lowest compared entry with this formula, charge and spin: 92.9 kJ/mol
- Electronic energy: -8463.3912 eV
- SMILES: C=C(C)CCCO
- Multiplicity: 1
- HOMO: -9.16 eV

Element x y z (Å)
C (-0.6850, 0.4761, 1.9749)
C (-0.9953, 0.2060, 0.5278)
O (2.1719, -0.2509, 0.1252)
C (-1.8512, -0.7440, 0.1516)
C (1.4069, -0.8141, -0.9305)
C (0.5381, 0.2796, -1.5309)
C (-0.2461, 1.0689, -0.4725)
H (-1.2246, -0.1996, 2.6459)
H (-0.9440, 1.5088, 2.2423)
H (0.3934, 0.3645, 2.1426)
H (2.5161, -0.9746, 0.6592)
H (-2.3730, -1.3610, 0.8799)
H (-2.0651, -0.9404, -0.8975)
H (2.0622, -1.2377, -1.7073)
H (0.7631, -1.6210, -0.5543)
H (-0.1449, -0.1871, -2.2523)
H (1.1662, 0.9796, -2.0951)
H (-0.9493, 1.7424, -0.9793)
H (0.4606, 1.7045, 0.0705)

Results of the natural (NBO) charge analysis, in e, for atoms 1 through 2: number 1, C, carries -0.647; number 2, C, carries 0.046

***

C7H10NOS | ωB97M-V with the def2-TZVPD basis set

Calculated values
- Electronic energy: -21791.4535 eV
- Multiplicity: 1
- Charge: -1
- HOMO: -1.92 eV

Element x y z (Å)
C (-1.4911, 1.8942, 0.0114)
C (-2.8424, 1.3833, -0.0330)
C (-0.3844, 1.0819, 0.0078)
C (-3.0959, 0.0989, 0.1100)
C (1.7314, -1.0998, 1.2035)
C (1.5181, -0.9084, -1.2444)
C (0.6331, -1.1007, 0.0702)
N (-0.4582, -0.1800, 0.2558)
O (0.8396, 1.8523, -0.1464)
S (-3.7046, -1.3864, 0.0293)
H (-1.4368, 2.8435, -0.3076)
H (-3.7479, 1.9260, -0.3513)
H (2.0985, -0.1107, 1.3909)
H (2.6650, -1.5716, 1.0172)
H (1.2015, -1.5641, 2.1403)
H (0.8569, -1.0927, -2.0598)
H (2.3461, -1.5913, -1.0918)
H (1.7713, 0.0713, -1.3624)
H (0.1237, -2.1351, -0.1774)
H (1.3763, 1.5896, 0.5374)

Results of the natural (NBO) charge analysis, in e, for atoms 1 through 2: number 1, C, carries -0.519; number 2, C, carries -0.374

***

C24H72AsF6N7O9 | ωB97M-V with the def2-TZVPD basis set

Calculated values
- ΔE to the lowest compared entry with this formula, charge and spin: 0.0 kJ/mol
- Electronic energy: -132028.2565 eV
- Multiplicity: 2
- Charge: +3
- HOMO (spin up / spin down): -10.08 / -15.83 eV

Element x y z (Å)
C (-5.1492, -2.1912, 2.3208)
C (-5.4060, -1.7510, 0.8457)
C (-6.2847, -0.4637, 0.7533)
O (-5.5275, 0.6240, 1.1429)
C (-6.0066, 1.9427, 1.0131)
N (-4.0600, -1.5559, 0.0850)
H (-3.5274, -0.8146, 0.5173)
H (-3.5314, -2.4155, 0.1249)
H (-4.3012, -1.2835, -0.8572)
H (-4.3280, -2.9039, 2.3966)
H (-6.1331, -2.5439, 2.6302)
H (-4.9441, -1.2941, 2.9049)
H (-5.8986, -2.5189, 0.2493)
H (-7.0761, -0.4796, 1.5026)
H (-6.7295, -0.3561, -0.2360)
H (-7.0687, 2.0739, 1.2201)
H (-5.6880, 2.3549, 0.0557)
H (-5.4890, 2.5121, 1.7851)
C (-0.9464, -2.4613, -2.8357)
C (0.0830, -1.4107, -3.4277)
C (1.3634, -2.1496, -3.8491)
O (2.2169, -1.2055, -4.4332)
C (3.3603, -1.7486, -5.0275)
N (-0.6349, -0.8294, -4.6574)
H (-1.4537, -0.3128, -4.3695)
H (-0.1313, -0.1018, -5.1442)
H (-0.8792, -1.5484, -5.3232)
H (-1.9326, -2.0362, -2.6493)
H (-0.6741, -2.8421, -1.8513)
H (-1.0531, -3.3609, -3.4419)
H (0.3193, -0.6101, -2.7267)
H (1.2553, -2.9403, -4.5915)
H (1.8363, -2.5742, -2.9636)
H (3.1025, -2.3404, -5.9058)
H (3.9615, -2.2993, -4.3040)
H (4.0031, -0.9885, -5.4716)
C (2.1435, 1.9513, -1.4584)
C (3.5719, 1.5549, -1.9449)
C (3.8205, 0.0963, -1.7031)
O (5.0287, -0.3588, -2.2824)
C (5.5773, -1.5416, -1.7277)
N (3.6290, 2.0209, -3.4387)
H (4.3324, 1.4661, -3.9051)
H (2.7456, 1.9006, -3.9133)
H (3.7891, 3.0077, -3.5828)
H (1.9802, 2.9842, -1.7660)
H (2.0470, 1.9247, -0.3730)
H (1.3009, 1.4022, -1.8786)
H (4.3655, 2.1674, -1.5171)
H (3.0135, -0.5135, -2.1094)
H (3.7884, -0.0876, -0.6292)
H (4.9972, -2.4399, -1.9388)
H (6.0151, -1.5143, -0.7299)
H (6.5415, -1.7267, -2.2010)
C (0.8243, -5.1486, 0.3316)
C (1.4754, -4.4301, 1.5315)
C (2.5622, -3.4011, 1.1200)
O (2.9291, -2.3441, 2.0458)
C (3.9191, -2.6429, 2.9832)
N (0.4027, -3.6107, 2.2837)
H (-0.1700, -4.2958, 2.7556)
H (0.7732, -3.0457, 3.0344)
H (-0.0726, -2.9861, 1.6481)
H (0.3702, -4.4193, -0.3392)
H (0.0208, -5.8003, 0.6750)
H (1.4445, -5.7323, -0.3487)
H (1.8398, -5.1174, 2.2950)
H (2.4285, -2.9906, 0.1192)
H (3.4759, -3.9523, 0.8978)
H (4.3403, -1.7874, 3.5113)
H (4.6602, -3.3275, 2.5706)
H (3.4569, -3.2736, 3.7426)
C (1.4681, 2.1791, 4.7398)
C (2.1377, 1.7336, 3.3880)
C (3.7003, 1.6826, 3.3056)
O (4.1743, 0.9073, 2.2720)
C (5.6069, 0.6598, 2.2399)
N (1.5662, 0.3275, 3.0681)
H (2.1377, -0.0943, 2.3500)
H (1.5772, -0.3667, 3.8016)
H (0.5886, 0.4198, 2.8316)
H (1.9622, 3.0595, 5.1509)
H (1.6693, 1.3885, 5.4626)
H (0.4025, 2.3474, 4.5842)
H (1.7185, 2.2849, 2.5463)
H (4.1226, 1.4465, 4.2824)
H (4.0710, 2.7054, 3.2383)
H (5.9164, 0.0465, 3.0861)
H (6.0243, 1.6569, 2.3796)
H (5.8588, 0.1511, 1.3093)
C (-1.1604, 3.7635, -0.2838)
C (-2.6351, 3.4894, -0.5880)
C (-3.3361, 4.7435, -1.0196)
O (-4.5216, 4.3123, -1.7131)
C (-5.3376, 5.4292, -2.0869)
N (-2.6861, 2.4615, -1.8339)
H (-2.6843, 1.4808, -1.5924)
H (-3.5314, 2.7119, -2.3268)
H (-1.9694, 2.4778, -2.5454)
H (-0.9854, 4.1073, 0.7356)
H (-0.7131, 4.5598, -0.8788)
H (-0.4999, 2.9038, -0.3965)
H (-3.2508, 3.0879, 0.2169)
H (-2.8367, 5.4021, -1.7301)
H (-3.5582, 5.3073, -0.1136)
H (-5.0534, 5.8455, -3.0533)
H (-5.4882, 6.1649, -1.2968)
H (-6.3477, 5.0641, -2.2723)
N (-0.4536, -0.7633, -0.0354)
O (0.7101, -0.4584, -0.0399)
O (-1.3164, -0.1896, -0.7410)
O (-0.8861, -1.6942, 0.6007)
As (-2.3526, 0.8925, 3.3936)
F (-3.5959, -0.0787, 4.1800)
F (-2.7965, 0.2657, 1.7705)
F (-1.0583, 1.8328, 2.5757)
F (-1.6946, 1.3848, 5.0641)
F (-1.2089, -0.5210, 3.4270)
F (-3.4691, 2.3172, 3.3080)

Results of the Löwdin charge analysis, in e, for atoms 1 through 2: number 1, C, carries -0.009; number 2, C, carries -0.237

***

C27H21Br2FeNOTe | ωB97M-V with the def2-TZVPD basis set

Calculated values
- ΔE to the lowest compared entry with this formula, charge and spin: 0.0 kJ/mol
- Electronic energy: -213637.1638 eV
- Multiplicity: 2
- Charge: +1
- HOMO (spin up / spin down): -10.56 / -10.64 eV

Element x y z (Å)
Fe (0.0662, 1.5123, 0.3810)
C (-0.4190, 2.8604, 1.8910)
C (-0.1358, 1.5984, 2.4977)
C (1.2014, 1.2726, 2.1946)
C (1.7557, 2.3075, 1.4026)
C (0.7651, 3.3036, 1.2421)
H (-1.3590, 3.3879, 1.9130)
H (-0.8019, 1.0098, 3.1021)
H (1.7222, 0.3759, 2.4889)
H (2.7529, 2.3180, 0.9926)
H (0.8650, 4.1969, 0.6483)
C (-2.8482, 0.0207, 1.6629)
C (-2.9229, 0.6082, 0.2888)
C (-4.1384, 0.5069, -0.4238)
C (-4.2617, 1.0193, -1.6797)
C (-3.1552, 1.6549, -2.2796)
C (-3.1364, 2.2046, -3.5839)
Br (-4.6855, 2.1432, -4.6622)
C (-2.0011, 2.7790, -4.0801)
C (-0.8334, 2.8357, -3.3014)
Br (0.7208, 3.6210, -4.0062)
C (-0.8017, 2.3262, -2.0228)
O (0.2606, 2.3753, -1.2382)
C (-1.9779, 1.7294, -1.5138)
N (-1.8731, 1.2172, -0.2385)
H (-3.6921, -0.6439, 1.8322)
H (-2.8947, 0.8095, 2.4167)
H (-1.9287, -0.5454, 1.7988)
H (-4.9704, 0.0072, 0.0514)
H (-5.1921, 0.9353, -2.2244)
H (-1.9897, 3.1947, -5.0776)
Te (0.6388, -0.7502, -0.7776)
C (0.1437, -2.2873, 0.5708)
C (0.2791, -2.1400, 1.9462)
C (-0.0169, -3.2026, 2.7876)
C (-0.4515, -4.4086, 2.2541)
C (-0.5890, -4.5546, 0.8814)
C (-0.2924, -3.4946, 0.0348)
C (2.7239, -1.0232, -0.6423)
C (3.3526, -1.3558, 0.5511)
C (4.7284, -1.5247, 0.5740)
C (5.4707, -1.3530, -0.5878)
C (4.8382, -1.0257, -1.7766)
C (3.4586, -0.8651, -1.8110)
H (0.6158, -1.1979, 2.3678)
H (0.0908, -3.0890, 3.8583)
H (-0.6830, -5.2364, 2.9109)
H (-0.9248, -5.4952, 0.4657)
H (-0.3986, -3.6150, -1.0359)
H (2.7774, -1.5229, 1.4519)
H (5.2215, -1.7961, 1.4981)
H (6.5442, -1.4840, -0.5657)
H (5.4138, -0.9029, -2.6842)
H (2.9678, -0.6175, -2.7440)

Results of the natural (NBO) charge analysis, in e, for atoms 1 through 2: number 1, Fe, carries 0.799; number 2, C, carries -0.253

***

C21H23N3 | ωB97M-V with the def2-TZVPD basis set

Calculated values
- ΔE to the lowest compared entry with this formula, charge and spin: 20.8 kJ/mol
- Electronic energy: -26620.3724 eV
- SMILES: Cc1ccc(-c2nnc(N3CCCCCC3)c3ccccc23)cc1
- Multiplicity: 1
- HOMO: -7.73 eV

Element x y z (Å)
C (6.8321, 1.3431, -0.4486)
C (5.4017, 0.9701, -0.2037)
C (4.6894, 0.2041, -1.1164)
C (3.3723, -0.1434, -0.8788)
C (2.7341, 0.2698, 0.2874)
C (3.4382, 1.0612, 1.1930)
C (4.7534, 1.3986, 0.9509)
H (5.2918, 2.0060, 1.6648)
H (2.9345, 1.3999, 2.0849)
C (1.3328, -0.0690, 0.5507)
N (0.5899, 0.8794, 1.0640)
N (-0.7097, 0.7593, 1.1803)
C (-1.3393, -0.3265, 0.7700)
N (-2.7131, -0.3069, 0.7719)
C (-3.3482, 0.7620, 1.5167)
H (-4.3107, 0.3750, 1.8717)
C (-3.5818, 2.0706, 0.7553)
H (-3.8488, 2.8273, 1.4954)
C (-4.7107, 1.9679, -0.2700)
H (-5.1371, 2.9596, -0.4360)
H (-5.5068, 1.3502, 0.1538)
C (-4.2908, 1.4040, -1.6319)
H (-3.8977, 2.2134, -2.2510)
H (-5.1830, 1.0198, -2.1324)
C (-3.2301, 0.3022, -1.5795)
H (-2.2385, 0.7485, -1.4767)
H (-3.2439, -0.2292, -2.5339)
C (-3.4019, -0.7154, -0.4393)
H (-4.4582, -0.8549, -0.2000)
H (-2.9967, -1.6707, -0.7722)
H (-2.6506, 2.3848, 0.2860)
H (-2.7109, 0.9644, 2.3780)
C (-0.6038, -1.5239, 0.4630)
C (-1.1606, -2.8142, 0.4574)
C (-0.3668, -3.9104, 0.2401)
C (1.0122, -3.7638, 0.0570)
C (1.5916, -2.5245, 0.1303)
C (0.7983, -1.3810, 0.3280)
H (2.6637, -2.4159, 0.0680)
H (1.6236, -4.6397, -0.1044)
H (-0.8017, -4.8993, 0.2364)
H (-2.2091, -2.9419, 0.6786)
H (2.8281, -0.7162, -1.6168)
H (5.1688, -0.1225, -2.0289)
H (7.4644, 0.9717, 0.3573)
H (7.1888, 0.9298, -1.3887)
H (6.9403, 2.4267, -0.4817)

Results of the natural (NBO) charge analysis, in e, for atoms 1 through 2: number 1, C, carries -0.627; number 2, C, carries -0.012

***

C3H14N4 | ωB97M-V with the def2-TZVPD basis set

Calculated values
- ΔE to the lowest compared entry with this formula, charge and spin: 20.7 kJ/mol
- Electronic energy: -9274.4819 eV
- Multiplicity: 3
- Charge: +2
- HOMO (spin up / spin down): -14.35 / -19.76 eV

Element x y z (Å)
C (1.1747, -0.6191, 1.0971)
C (0.2440, -2.3772, -0.6926)
C (0.6226, -0.1266, -0.2529)
N (-1.0555, 1.4962, 0.7077)
N (0.2672, -1.0363, -1.0937)
N (-0.9761, 2.8243, 1.0874)
N (-0.1028, -0.7606, -2.3611)
H (2.2269, -0.9393, 1.0393)
H (0.4735, -1.4568, 1.4431)
H (1.1240, 0.3043, 1.8407)
H (-0.4908, -2.5169, 0.1907)
H (-0.1350, -3.1080, -1.4131)
H (1.2850, -2.6628, -0.2555)
H (0.8048, 0.8749, -0.5818)
H (-1.1748, 0.8480, 1.4155)
H (-1.4715, 3.2423, 1.8847)
H (0.0307, 2.9654, 1.2459)
H (-1.1472, 3.4228, 0.2867)
H (-2.0416, 1.4613, 0.1577)
H (-0.1757, -1.6772, -2.9678)
H (0.5174, -0.1587, -2.7778)

Results of the natural (NBO) charge analysis, in e, for atoms 1 through 2: number 1, C, carries -0.688; number 2, C, carries -0.473

***

| no. | largest force on an atom (eV/Å) |
| --- | --- |
| 1 | 0.38 |
| 2 | 3.43 |
| 3 | 0.39 |
| 4 | 3.80 |
| 5 | 4.26 |
| 6 | 0.42 |
| 7 | 1.61 |
| 8 | 9.90 |